The following is a quantum chemistry calculation of a molecular structure, C10H14BClHgN6O4, from the Open Molecules 2025 dataset.

Results
- ΔE to the lowest compared entry with this formula, charge and spin (kJ/mol) = 0.0
- total charge = 0
- largest force on an atom (eV/A) = 3.5
- energy (Ha) = -1656.94810
- HOMO level (alpha / beta) (eV) = -9.0356 / -9.0412

Element x y z (Å)
H (-1.118, -1.741, -1.653)
N (0.142, -0.040, -1.647)
B (1.278, 2.154, -2.076)
N (0.351, 0.987, -2.530)
C (-0.418, 0.809, -3.632)
Hg (1.449, -0.712, 0.511)
H (-0.391, 1.538, -4.429)
C (-1.135, -0.370, -3.449)
H (-1.832, -0.815, -4.122)
C (-0.756, -0.870, -2.182)
H (1.382, 2.989, -2.924)
C (0.931, -0.566, 2.579)
H (0.198, -1.344, 2.737)
H (0.488, 0.374, 2.916)
H (1.807, -0.797, 3.190)
N (2.641, 1.500, -1.661)
N (0.627, 2.713, -0.791)
N (2.764, 0.481, -0.715)
N (0.364, 1.822, 0.235)
C (3.849, 1.759, -2.211)
C (0.125, 3.933, -0.502)
H (3.945, 2.537, -2.977)
H (0.237, 4.739, -1.215)
C (4.773, 0.901, -1.627)
C (-0.491, 3.839, 0.740)
C (4.075, 0.114, -0.705)
C (-0.325, 2.497, 1.157)
H (5.814, 0.867, -1.862)
H (-0.992, 4.623, 1.264)
H (4.431, -0.713, -0.098)
H (-0.666, 2.015, 2.068)
H (2.086, -1.854, -0.639)
O (-3.161, -2.373, 0.672)
Cl (-2.127, -1.670, 1.398)
O (-2.668, -0.982, 2.558)
O (-1.078, -2.614, 1.815)
O (-1.482, -0.659, 0.494)

---

The following is a quantum chemistry calculation of 9 unconnected molecules or ions with the total composition C52H62BF3N10O5, from the Open Molecules 2025 dataset.

Results
- total charge = 0
- largest force on an atom (eV/A) = 1.8
- energy (Ha) = -3266.95279
- SMILES = CCOC(=O)CCCN(CCC(F)(F)F)C(=O)OB(O)N(C)C.c1ccncc1.c1ccncc1.c1ccncc1.c1ccncc1.c1ccncc1.c1ccncc1.c1ccncc1.c1ccncc1
- HOMO level (eV) = -9.5475

Element x y z (Å)
C (-1.115, 3.544, 0.227)
C (-0.113, 3.429, -0.918)
O (-0.788, 2.866, -2.038)
C (-0.109, 2.903, -3.217)
O (0.461, 3.910, -3.597)
C (-0.114, 1.649, -4.035)
C (0.129, 0.348, -3.267)
C (1.167, 0.459, -2.146)
N (2.237, -0.559, -2.284)
C (3.570, 0.071, -2.122)
C (4.686, -0.956, -2.290)
C (5.910, -0.251, -2.840)
F (7.057, -0.879, -2.465)
F (6.016, 1.026, -2.369)
F (5.898, -0.196, -4.198)
C (2.031, -1.624, -1.375)
O (1.323, -2.561, -1.647)
O (2.706, -1.559, -0.189)
B (2.160, -0.773, 0.850)
O (2.750, 0.474, 1.036)
N (1.091, -1.245, 1.688)
C (-0.212, -1.264, 0.996)
C (0.929, -0.382, 2.872)
H (-0.612, 3.349, 1.163)
H (-1.869, 2.780, 0.084)
H (-1.566, 4.523, 0.233)
H (0.723, 2.810, -0.611)
H (0.273, 4.415, -1.141)
H (0.560, 1.777, -4.866)
H (-1.109, 1.583, -4.470)
H (0.513, -0.379, -3.967)
H (-0.805, -0.036, -2.880)
H (0.636, 0.356, -1.201)
H (1.651, 1.427, -2.122)
H (3.648, 0.517, -1.136)
H (3.661, 0.807, -2.907)
H (4.390, -1.714, -3.002)
H (4.979, -1.399, -1.349)
H (2.158, 1.175, 0.771)
H (-0.228, -1.933, 0.145)
H (-0.970, -1.609, 1.686)
H (-0.507, -0.257, 0.688)
H (0.525, 0.592, 2.598)
H (0.190, -0.833, 3.523)
H (1.857, -0.278, 3.410)
C (7.573, 4.104, -4.514)
C (7.323, 5.234, -5.275)
C (6.359, 5.158, -6.269)
N (5.658, 4.059, -6.536)
C (5.913, 2.982, -5.796)
C (6.853, 2.951, -4.777)
H (8.316, 4.123, -3.727)
H (7.863, 6.155, -5.105)
H (6.131, 6.020, -6.887)
H (5.329, 2.100, -6.036)
H (7.017, 2.053, -4.212)
C (-5.987, -0.490, 0.501)
C (-5.802, -0.818, 1.834)
C (-4.543, -1.234, 2.244)
N (-3.502, -1.342, 1.423)
C (-3.697, -1.022, 0.146)
C (-4.911, -0.592, -0.365)
H (-6.954, -0.160, 0.143)
H (-6.615, -0.755, 2.544)
H (-4.349, -1.502, 3.275)
H (-2.829, -1.120, -0.500)
H (-5.010, -0.345, -1.413)
C (0.280, 7.280, -3.768)
C (-0.443, 8.179, -2.998)
C (-0.092, 9.518, -3.045)
N (0.905, 9.995, -3.787)
C (1.592, 9.119, -4.515)
C (1.324, 7.757, -4.541)
H (0.041, 6.225, -3.763)
H (-1.264, 7.848, -2.375)
H (-0.635, 10.255, -2.461)
H (2.401, 9.534, -5.106)
H (1.918, 7.090, -5.151)
C (-3.488, -5.870, 4.876)
C (-3.684, -4.766, 5.691)
C (-3.282, -3.527, 5.218)
N (-2.715, -3.334, 4.028)
C (-2.534, -4.405, 3.261)
C (-2.902, -5.689, 3.634)
H (-3.787, -6.857, 5.206)
H (-4.137, -4.857, 6.669)
H (-3.420, -2.636, 5.823)
H (-2.069, -4.217, 2.299)
H (-2.731, -6.524, 2.969)
C (-0.872, -6.922, 8.905)
C (-1.627, -8.061, 9.133)
C (-1.889, -8.901, 8.061)
N (-1.459, -8.674, 6.822)
C (-0.735, -7.576, 6.622)
C (-0.415, -6.671, 7.623)
H (-0.646, -6.240, 9.715)
H (-2.005, -8.295, 10.118)
H (-2.474, -9.804, 8.196)
H (-0.402, -7.415, 5.603)
H (0.176, -5.794, 7.400)
C (-3.404, 7.634, -6.344)
C (-4.018, 6.942, -7.375)
C (-3.534, 5.685, -7.703)
N (-2.508, 5.104, -7.086)
C (-1.928, 5.785, -6.100)
C (-2.334, 7.046, -5.689)
H (-3.753, 8.618, -6.055)
H (-4.855, 7.365, -7.914)
H (-3.988, 5.109, -8.502)
H (-1.093, 5.287, -5.618)
H (-1.829, 7.550, -4.879)
C (-8.085, -2.222, 9.196)
C (-6.935, -1.488, 8.959)
C (-5.795, -2.163, 8.552)
N (-5.740, -3.482, 8.378)
C (-6.854, -4.173, 8.612)
C (-8.047, -3.595, 9.018)
H (-8.996, -1.733, 9.514)
H (-6.920, -0.414, 9.086)
H (-4.875, -1.626, 8.354)
H (-6.780, -5.244, 8.463)
H (-8.921, -4.207, 9.191)
C (5.179, -4.606, -1.771)
C (6.500, -4.201, -1.849)
C (7.461, -5.148, -2.170)
N (7.183, -6.428, -2.406)
C (5.908, -6.800, -2.324)
C (4.870, -5.934, -2.013)
H (4.397, -3.899, -1.520)
H (6.784, -3.175, -1.663)
H (8.507, -4.874, -2.245)
H (5.714, -7.849, -2.519)
H (3.851, -6.292, -1.961)

---

The following is a quantum chemistry calculation of 2 unconnected molecules or ions with the total composition C10H16O, from the Open Molecules 2025 dataset.

Results
- ΔE to the lowest compared entry with this formula, charge and spin (kJ/mol) = 322.8
- total charge = 0
- largest force on an atom (eV/A) = 4.2
- energy (Ha) = -465.77485
- SMILES = Cc1ccc(O)cc1.CCC
- HOMO level (eV) = -8.3445

Element x y z (Å)
C (-2.286, -1.853, 1.237)
C (-0.861, -1.623, 1.433)
C (-0.653, -0.537, 2.279)
C (0.632, -0.091, 2.461)
C (1.720, -0.669, 1.820)
O (2.781, 0.238, 1.823)
C (1.498, -1.796, 1.005)
C (0.200, -2.205, 0.800)
H (-2.838, -0.916, 0.899)
H (-2.805, -2.117, 2.260)
H (-2.503, -2.746, 0.565)
H (-1.476, -0.046, 2.813)
H (0.872, 0.677, 3.042)
H (3.471, -0.355, 1.520)
H (2.298, -2.420, 0.652)
H (-0.149, -2.626, -0.179)
C (1.182, 2.125, -1.737)
C (0.110, 1.938, -2.734)
C (-1.205, 1.236, -2.321)
H (1.518, 1.096, -1.415)
H (1.060, 2.773, -0.838)
H (2.130, 2.657, -1.993)
H (-0.269, 2.907, -3.146)
H (0.516, 1.306, -3.633)
H (-1.827, 0.866, -3.150)
H (-1.352, 0.276, -1.877)
H (-1.763, 1.903, -1.584)